Computed, not measured: an isolated molecule of C2H4N6 at a distorted geometry, with ωB97M-V/def2-TZVPD.

CARTESIAN COORDINATES (ANGSTROEM)
H 1.7551 0.1843 -1.1290
N 0.8125 -1.3021 0.3656
N -2.0857 0.4262 -0.2915
C 1.8165 -0.7883 -0.4593
N -1.4414 -1.6075 0.1281
N -2.4731 -0.9418 -0.1546
N -0.4029 -0.7554 0.1882
H -0.4608 2.4373 0.0889
H 2.8753 -1.1014 -0.1830
C -0.7700 0.5171 0.0075
H 0.2163 1.3835 1.3081
N 0.1582 1.5481 0.1311

Total energy ... -11074.705 eV
SMILES ... C=Nn1nnnc1N
E_HOMO ... -0.373 Ha
Orbital gap ... 9.7 eV
Energy relative to the best compared isomer or geometry (same formula, charge and spin) ... 3.510 eV
Total charge ... 0

---

Computed, not measured: a 2-piece molecular cluster, C5H10O2 overall, with ωB97M-V/def2-TZVPD.

CARTESIAN COORDINATES (ANGSTROEM)
H 3.5040 0.2071 0.8660
H -1.6904 1.0146 0.2415
C 2.6130 0.3164 0.2595
O 0.7460 1.7054 -0.3402
H 2.1644 2.2611 0.9814
H -3.0923 -0.0197 0.6111
C -1.4579 -1.0403 -0.3267
H 2.3461 -0.4989 -0.4081
H -1.9601 -1.9128 -0.7444
H 0.4662 0.8940 -0.8118
C -2.3048 0.1848 -0.1216
H -2.7806 0.4888 -1.0589
H 0.1223 -2.2759 0.6351
H 0.0553 -0.5225 1.1944
O -0.1609 -0.8338 -0.9018
C 1.8878 1.4332 0.3325
C -0.2467 -1.2673 0.4594

Total energy ... -9440.228 eV
SMILES ... C[C@@H]1CO1.C=CO
E_HOMO ... -0.322 Ha
Orbital gap ... 9.8 eV
Energy relative to the best compared isomer or geometry (same formula, charge and spin) ... 2.815 eV
Total charge ... 0

---

Computed, not measured: an isolated molecule of C7H10N2 at a distorted geometry, with ωB97M-V/def2-TZVPD.

CARTESIAN COORDINATES (ANGSTROEM)
H -2.6526 0.7639 0.2631
C -1.7665 0.0685 0.0771
H -0.4946 -1.8279 1.6164
H -0.5906 2.3309 0.3275
N -0.0780 -0.5414 -1.2988
C 1.7946 -0.0060 -0.2927
H 2.2840 2.1634 0.3498
N -0.7247 0.1585 1.0658
C -0.0539 1.2965 0.2785
H -1.5795 1.1459 -1.6690
H -0.5585 -1.5207 -1.4202
C 0.1519 -1.0435 1.1077
C 0.8373 -1.0265 -0.2849
C 1.4773 1.2612 0.1652
H 2.9012 -0.0869 -0.4266
H -2.2318 -0.9706 -0.1803
H 0.7326 -0.7704 2.0531
H 1.4604 -1.9739 -0.7210
C -0.9086 0.5791 -1.0106

Total energy ... -10395.773 eV
SMILES ... C1=C[C@H]2[C@@H]3CN2C[C@H]1N3
E_HOMO ... -0.287 Ha
Orbital gap ... 8.8 eV
Energy relative to the best compared isomer or geometry (same formula, charge and spin) ... 5.838 eV
Total charge ... 0

---

Computed, not measured: C32H58N3O2P2W as an isolated structure at a distorted geometry, with ωB97M-V/def2-TZVPD.

CARTESIAN COORDINATES (ANGSTROEM)
H 1.9435 3.9151 -1.6022
H -2.0460 -4.9448 0.7875
C 0.3858 -0.6970 -2.5007
C 3.5645 -0.6700 4.1054
C -0.5729 -3.3520 2.6921
C 0.0550 5.1014 -0.0517
H 3.6497 -1.7401 3.8822
H 0.3998 0.7559 -4.6319
C 1.3987 0.6765 -4.1812
C 2.8739 -0.8946 -2.8554
C 0.2501 0.1894 1.9223
H 2.8731 -4.1020 -0.1696
N 0.7248 -0.0811 -1.3836
H -0.7641 5.2780 -0.7643
P -0.5087 -2.3846 0.1712
C -1.5805 -2.9400 1.6093
H -2.3219 5.2001 1.0436
C 0.2182 -5.1883 -0.1659
H 2.3893 -2.3945 -0.1642
H 2.9696 -0.2890 -1.9475
H 4.3528 -0.3716 4.8043
H -3.1804 -4.3161 1.9857
C -3.3595 -1.0406 -2.5654
C 4.1777 1.4646 2.9820
C -2.1158 2.7816 -1.1282
H 1.2934 -2.9004 -2.3970
H -1.8599 -0.9431 2.4915
P -1.0129 2.5186 0.3237
H -0.6317 2.5172 3.2452
H 0.0441 -4.2030 2.3911
H 1.4865 1.4592 -3.4171
W -0.4226 0.1213 0.1044
N 3.7209 0.0894 2.8727
H -3.1873 -3.6584 0.3391
C -2.4500 -1.7907 2.1255
H 0.0867 -2.5105 2.9454
C 1.0932 3.2436 -1.3874
C -4.2445 0.0155 -2.6926
H 3.0326 -1.4672 1.7521
H 3.3390 2.1431 3.2142
H 0.9363 -5.9402 -0.5433
H -4.4866 2.1735 -2.4833
C -1.2635 3.3753 2.9803
H -3.0165 -2.1731 2.9838
H 2.3655 4.1495 0.9108
C -2.6787 1.4610 -1.5870
H -3.4544 4.7016 2.3088
H 4.8993 1.5164 3.8073
C 2.0700 -3.4063 0.1363
H -0.8716 -2.2809 -3.1483
H -0.2354 5.4704 0.9411
H -2.6436 1.0720 2.4134
H -3.1764 -1.4435 1.3798
C 0.7337 -3.7912 -0.5209
H 0.3759 3.3536 -2.2134
H 2.1678 0.8502 -4.9448
H 2.0565 -1.6361 -5.4329
H 0.1023 -5.3367 0.9127
C -2.1278 3.1053 1.7414
H 1.7644 -4.5925 -2.2022
H -2.9361 3.4977 -0.9467
C 1.5693 3.3973 1.0523
H -3.8289 2.3182 2.8137
H 0.3158 -1.6732 -5.0592
H -3.7271 1.7096 1.1527
C 0.4881 3.6248 -0.0228
H -1.9293 3.5721 3.8348
C -2.9382 4.3674 1.3963
H -5.2105 -0.1474 -3.1518
H -0.6320 4.2647 2.8590
C -0.8432 -1.3049 -2.6382
O 0.6458 0.2978 3.0555
H 1.4697 2.2093 -1.3833
N -1.9610 0.3541 -1.2866
H 3.0335 -1.9393 -2.5650
H 3.6997 -0.6192 -3.5254
C 1.3167 -1.7574 -4.6264
C 1.5130 -0.7006 -3.5431
H -1.1176 -3.6297 3.6007
H -3.7196 4.1682 0.6548
H -1.5149 3.2631 -1.9273
H 2.0350 2.4021 0.9635
C 0.9532 -3.8615 -2.0241
H 4.6469 1.7726 2.0405
C -3.8445 1.3022 -2.3134
H 1.4302 -2.7841 -4.2680
O 3.3837 0.2058 0.6135
C -3.1286 1.9790 2.0340
C 3.3681 -0.4117 1.6731
C -2.5406 -4.0390 1.1402
H -0.7352 -5.3760 -0.6892
H 2.0018 -3.4216 1.2344
H 2.5867 -0.4807 4.5704
H 0.0830 -4.2011 -2.6018
H 1.1870 3.5107 2.0757
H 0.9144 5.7057 -0.3856
C -2.0506 -0.7306 -2.1619
H -3.5650 -2.0637 -2.8695

2S+1 ... 3
Total energy ... -63064.338 eV
E_HOMO (alpha / beta) ... -0.596 / -0.596 Ha
Orbital gap (alpha / beta) ... 4.8 / 4.0 eV
Energy relative to the best compared isomer or geometry (same formula, charge and spin) ... 0.855 eV
<S²> ... 2.128
Total charge ... +3

---

Computed, not measured: a 2-piece molecular cluster, C5H8O2 overall, with ωB97M-V/def2-TZVPD.

CARTESIAN COORDINATES (ANGSTROEM)
H -1.8926 -0.1660 1.7409
H -2.2910 -0.4015 -1.8925
H -1.8747 1.3886 0.7299
C 0.9478 1.0688 -0.0504
C 2.0064 0.1158 0.5271
C -1.3366 0.5217 1.1077
H -1.5036 -0.8797 -0.6911
C -0.0682 0.2984 0.7804
H 0.8042 -1.7171 0.5968
H 1.0540 -1.0189 2.2217
H 0.8214 0.9204 -1.1315
O 3.2041 0.1126 0.5363
O -1.8851 -1.1964 -1.5247
C 0.9331 -0.7829 1.1604
H 1.0810 2.1353 0.1542

Total energy ... -9408.118 eV
SMILES ... C=C1CC(=O)C1.O
E_HOMO ... -0.364 Ha
Orbital gap ... 10.4 eV
Energy relative to the best compared isomer or geometry (same formula, charge and spin) ... 1.715 eV
Total charge ... 0

---

Computed, not measured: a 2-piece molecular cluster, H5N2O3P overall at a distorted geometry, with ωB97M-V/def2-TZVPD.

CARTESIAN COORDINATES (ANGSTROEM)
H 0.6961 2.8232 0.2611
P -0.6782 -0.5742 -1.6090
N 0.4198 1.7792 0.3357
H 1.0479 -2.0044 0.6704
H 0.3334 1.3476 1.3160
O -0.7703 -1.2617 -0.0853
H -0.6114 1.6825 0.0111
H -0.3329 -3.1348 0.6420
N 0.2016 -2.3130 0.1933
O 1.3242 1.0627 -0.3445
O -1.6303 0.5928 -1.3907

Total energy ... -18489.027 eV
SMILES ... [NH3+][O-].NOP=O
E_HOMO ... -0.337 Ha
Orbital gap ... 9.3 eV
Energy relative to the best compared isomer or geometry (same formula, charge and spin) ... 1.291 eV
Total charge ... 0

---

Computed, not measured: an isolated molecule of C5H8N2O at a distorted geometry, with ωB97M-V/def2-TZVPD.

CARTESIAN COORDINATES (ANGSTROEM)
C -0.0223 1.8115 -0.3382
H -0.3385 1.7396 -1.3713
C -1.8457 0.5886 0.6794
O -3.3387 -1.1160 -0.4068
H 3.8493 -0.6694 -0.6863
N -1.8496 -0.7556 0.1603
H 3.4314 -1.3703 1.1770
N -1.2746 1.7481 0.3724
H 2.6127 -2.0509 -0.2200
H 0.2141 2.8288 -0.3604
C 1.1576 0.9996 -0.1882
C 2.9684 -1.0864 0.2298
C 1.7813 -0.1592 0.0693
H -1.0864 -1.2629 -0.6213
H -2.7622 0.6952 1.2359
H -3.4968 -1.9408 0.2685

Total energy ... -10334.242 eV
SMILES ... CC#CC/N=C\NO
E_HOMO ... -0.323 Ha
Orbital gap ... 8.9 eV
Energy relative to the best compared isomer or geometry (same formula, charge and spin) ... 8.484 eV
Total charge ... 0

---

Computed, not measured: a 2-piece molecular cluster, C2H5NO overall, with ωB97M-V/def2-TZVPD.

CARTESIAN COORDINATES (ANGSTROEM)
C -2.0068 -0.2335 -0.6218
C 1.4389 -0.7364 0.4952
H -2.8838 -0.4360 -0.0035
O 2.0167 0.2745 0.7753
H -0.5730 0.8985 -1.1205
H -1.7933 -1.0575 -1.3105
N -1.4396 0.8884 -0.5809
H 0.5361 -1.0731 1.0376
H 1.7701 -1.4124 -0.3155

Total energy ... -5690.705 eV
SMILES ... C=N.C=O
E_HOMO ... -0.378 Ha
Orbital gap ... 11.0 eV
Energy relative to the best compared isomer or geometry (same formula, charge and spin) ... 2.524 eV
Total charge ... 0

---

Computed, not measured: an isolated molecule of C4H9NO2, with ωB97M-V/def2-TZVPD.

CARTESIAN COORDINATES (ANGSTROEM)
H -1.5588 2.2555 -1.4040
O 1.4035 -0.2294 0.7043
H 1.4733 1.5205 -0.4470
H 3.0255 0.8886 0.1680
C 0.0907 0.1460 1.0588
C 2.0466 0.6099 -0.2378
O -1.0895 1.8226 -0.6809
C -0.9152 -0.2848 0.0100
H -0.1228 -0.3915 1.9896
H -1.9274 -1.9482 -0.8965
H 2.2018 0.0749 -1.1822
N -1.4771 0.4907 -0.8344
H -0.2949 -2.3044 -0.2652
C -1.2229 -1.7499 -0.0858
H 0.0128 1.2222 1.2477
H -1.6456 -2.1227 0.8555

Total energy ... -9876.789 eV
SMILES ... COC/C(C)=N\O
E_HOMO ... -0.352 Ha
Orbital gap ... 10.5 eV
Energy relative to the best compared isomer or geometry (same formula, charge and spin) ... 3.271 eV
Total charge ... 0